{"formula": "C2H8N4", "method": "ωB97M-V/def2-TZVPD", "symbols": ["C", "N", "N", "C", "N", "N", "H", "H", "H", "H", "H", "H", "H", "H"], "coordinates": [[1.262, -1.293, -0.395], [-1.245, 1.202, 0.414], [0.570, -0.130, 0.181], [-0.895, 0.052, -0.170], [-0.193, 2.030, 0.902], [-1.540, -0.610, -1.055], [-2.133, 1.581, 0.104], [0.617, -0.055, 1.208], [-0.586, 2.532, 1.695], [0.959, 0.918, 0.066], [-1.104, -1.474, -1.349], [1.189, -1.256, -1.480], [0.795, -2.212, -0.043], [2.303, -1.285, -0.079]], "nbo_charge": [-0.422, -0.430, -0.627, 0.537, -0.940, -0.787, 0.386, 0.450, 0.330, 0.496, 0.341, 0.227, 0.218, 0.223], "total_charge": 0, "gap_ha": 0.2555}